Here is the molecule C5H12N2O from OMol25. Energies are from the ωB97M-V functional and the def2-TZVPD basis.

Calculated total energy ... -10407.8865 eV
Total charge ... 0
2S+1 ... 1
SMILES ... CC(C)NC(=O)CN
HOMO-LUMO gap ... 10.55 eV
Energy above the lowest of the compared OMol25 structures with the same formula, charge and spin ... 0.5375 eV
LUMO energy ... 0.956 eV

Last column: Löwdin charge in e.
Geometry (Å):
N: -0.647 -2.642 0.751  -0.005
C: 0.426 -1.787 1.281  -0.195
C: 0.719 -0.605 0.376  -0.509
N: -0.350 0.064 -0.099  0.085
C: -1.460 1.630 -1.560  -0.070
C: -0.167 1.309 -0.843  -0.423
C: 0.254 2.445 0.096  -0.048
O: 1.867 -0.341 0.058  0.055
H: -0.570 -3.556 1.178  0.065
H: -0.508 -2.754 -0.247  0.070
H: 0.135 -1.490 2.291  0.116
H: 1.390 -2.282 1.401  0.110
H: -1.283 -0.208 0.164  0.137
H: -2.261 1.809 -0.836  0.080
H: -1.758 0.786 -2.184  0.080
H: -1.356 2.531 -2.168  0.084
H: 0.615 1.110 -1.573  0.137
H: 0.706 3.250 -0.490  0.083
H: -0.630 2.785 0.639  0.078
H: 0.991 2.111 0.823  0.072